No. 1
Entry from the Open Molecules 2025 dataset: C26H24AlF6N2O5PS2Se as an isolated structure (wB97M-V/def2-TZVPD).

Structure (XYZ):
```
68
Properties=species:S:1:pos:R:3:forces:R:3
Se -1.120758 2.161871 -1.684982 0.27 -0.38 0.73
S 2.916809 -0.004129 0.667307 0.53 1.46 0.82
S 1.665570 -0.971660 -1.832106 -0.88 -1.71 -2.13
P -1.035954 0.858463 1.740896 -1.17 0.85 -0.30
Al 0.346833 0.844537 -0.629635 -1.18 0.99 -1.65
F 3.653979 -0.248700 3.276804 0.12 -0.10 -0.04
F 1.413947 -1.834211 -4.404458 0.10 0.22 0.18
F -0.418710 -1.022170 -3.574882 0.25 0.03 0.10
F 2.376831 1.439973 2.895212 -0.02 0.14 0.16
F 4.464600 1.511757 2.325400 -0.14 -0.11 -0.22
F 0.301677 -2.961142 -2.935301 0.05 -0.02 0.10
O 0.809433 -0.980130 1.854400 -0.04 -0.66 1.46
O 0.463538 -1.009971 -0.853259 0.03 -0.08 0.58
O 1.179732 -2.451290 3.578638 -0.94 2.00 -0.21
O 1.793621 0.997610 0.409846 1.23 -0.63 1.10
O 1.718492 0.455609 -2.204972 0.32 0.52 0.04
N 2.112913 -1.318919 1.375205 -0.37 -0.12 0.09
N 3.956145 -0.338709 -0.251967 0.07 -0.01 0.33
C -3.411592 2.421936 1.907804 0.18 -0.10 0.05
C -2.326822 -0.438259 1.674319 0.14 -0.05 0.04
C -4.423411 -2.239295 1.368581 0.00 0.00 0.00
C -2.034894 2.381732 1.728025 0.13 0.00 0.09
C -3.965551 -1.913763 2.635605 -0.05 -0.07 0.11
C -1.994518 4.774187 1.471398 0.04 0.06 0.10
C 0.673886 -1.315331 3.137048 1.34 -1.31 -0.70
C 2.130571 -3.198483 2.804205 0.79 -0.66 -0.72
C 2.215741 -2.763307 1.332928 -0.18 -0.15 -0.19
C -0.669076 1.612003 5.779128 0.10 -0.23 -0.12
C 4.787519 -2.966131 1.275957 -0.22 0.12 -0.11
C -3.367684 4.811586 1.658663 -0.02 0.00 -0.02
C 0.672271 -1.715998 -3.296772 0.00 -0.16 0.12
C -2.924607 -1.013823 2.794266 0.05 0.03 -0.10
C -2.787047 -0.774886 0.404232 0.18 0.00 -0.11
C 0.091817 -0.388310 4.020028 -0.83 0.65 0.57
C -0.932272 1.749876 4.425964 -0.09 0.07 0.00
C -3.834925 -1.665673 0.252023 -0.08 -0.06 0.07
C -0.594052 0.754883 3.517943 0.37 -0.40 -0.02
C 0.307497 -0.539846 5.407746 0.11 -0.19 -0.46
C -1.330813 3.563036 1.505287 0.03 -0.11 0.09
C 3.393444 0.735112 2.396480 -0.03 -0.02 -0.43
C -4.071764 3.638986 1.877911 -0.12 0.04 0.01
C 3.319734 -4.778328 0.328795 -0.13 0.24 0.02
C -0.060922 0.457529 6.272299 -0.04 0.09 0.19
C 3.458743 -3.277444 0.588397 0.19 -0.15 0.04
H 4.839244 -3.357241 2.288509 0.07 -0.14 0.13
H -4.198311 -1.907437 -0.735837 0.03 -0.01 -0.09
H -5.141689 3.668872 2.026383 -0.08 0.01 -0.03
H 2.393455 -5.007975 -0.193885 -0.10 -0.05 -0.05
H 1.327105 -3.130590 0.797159 0.11 0.11 0.01
H 3.342059 -5.345224 1.256832 0.03 -0.15 0.13
H 0.816789 -1.427121 5.749811 0.03 -0.04 0.14
H -1.447127 5.687331 1.291396 0.05 0.05 -0.05
H -2.321907 -0.319513 -0.463190 -0.09 0.07 -0.10
H -1.439684 2.635516 4.071124 -0.01 0.00 -0.02
H 3.466969 -2.757472 -0.373992 -0.07 -0.07 0.10
H 4.146411 -5.116487 -0.290524 0.06 -0.05 -0.01
H 3.093334 -3.047766 3.297365 -0.19 0.01 0.01
H 4.954761 -1.893897 1.291176 0.14 0.02 0.09
H 1.825487 -4.242326 2.897407 0.02 0.14 0.01
H 5.593770 -3.418542 0.703872 0.08 -0.02 -0.03
H -5.239227 -2.938648 1.256032 -0.06 -0.04 -0.02
H 0.135818 0.356998 7.329571 0.00 -0.03 0.04
H -3.967782 1.507524 2.059967 -0.05 -0.04 0.01
H -2.594309 -0.756520 3.791263 -0.03 0.02 0.06
H -0.260231 3.515531 1.346299 0.01 0.09 -0.08
H -0.956600 2.400923 6.458794 0.00 0.06 0.04
H -4.429211 -2.351547 3.508916 -0.02 -0.03 0.04
H -3.890202 5.756184 1.621101 -0.05 0.07 0.01
```
Forces are in eV/Å.

Properties
Spin multiplicity: 1
Calculated total energy, Eh: -5871.574307

---

No. 2
Entry from the Open Molecules 2025 dataset: C26H24BCaCl3CsFN2NaO14P2 as an isolated structure (wB97M-V/def2-TZVPD).

Structure (XYZ):
```
76
Properties=species:S:1:pos:R:3:forces:R:3
Cs 1.412095 0.911745 -6.122760 5.70 -3.29 -2.71
Ca 3.927530 -3.404028 3.955975 0.86 2.72 -3.23
Cl -0.186863 0.395877 8.337189 0.00 0.07 0.02
Cl -1.014257 2.150725 10.509588 0.09 -0.01 -0.15
Cl -1.620840 2.862366 7.751087 0.19 -0.17 0.15
P -5.005033 0.945328 4.156236 0.02 -0.01 0.04
P 1.309592 -1.481295 0.497697 3.24 0.04 0.91
Na -0.727245 -2.563325 1.862695 -0.74 0.45 0.86
F 3.619383 -3.453035 -7.939027 0.20 0.18 0.01
O 2.308377 -0.717982 -0.706889 -2.40 1.06 2.34
O 3.755421 -1.075870 7.346555 -3.67 -0.38 -1.19
O 2.596968 1.759793 6.550818 -1.88 -4.83 -6.30
O 0.789915 3.600655 -4.504760 -0.24 -1.33 -0.74
O -3.855607 -0.054762 4.362416 -0.63 -0.03 -0.32
O -6.180517 0.570820 5.074076 0.83 0.23 -0.04
O -0.815864 2.254756 -1.626442 -5.67 -1.84 5.95
O -1.724542 -0.334373 -4.819143 0.23 0.06 -0.79
O 3.797277 -1.446628 2.842726 -0.86 0.67 2.24
O 0.043289 -2.460042 -0.186524 0.13 0.10 -0.16
O -4.518414 2.363004 4.498512 -0.55 -0.37 -0.21
O -5.466163 0.901822 2.690087 0.68 0.11 0.48
O -2.221494 0.037731 -7.579529 0.80 0.76 0.55
O 0.007194 4.133359 -7.171549 0.43 -0.35 0.94
N 3.067810 -0.261815 5.018192 -0.23 -0.94 -0.07
N -2.220595 2.864164 2.600992 3.26 -0.28 0.87
C 2.322261 1.008431 5.480137 0.17 2.17 1.12
C -1.622818 0.620580 0.216006 -1.20 0.20 0.74
C -1.580583 4.221054 2.249298 0.35 1.00 -0.83
C 2.307208 -2.837276 5.893841 -1.09 -0.50 1.16
C -0.661791 0.782703 1.535895 1.70 0.88 2.56
C -1.016522 1.905623 2.704599 1.56 -1.34 1.44
C -1.063117 2.072444 -7.357580 1.44 2.78 -0.43
C -0.446475 1.611112 -4.701878 -3.53 -1.63 1.95
C 3.047559 -5.726207 -8.198179 0.08 0.02 0.01
C 0.365031 -5.048110 -7.810663 0.32 -0.18 -0.04
C -1.566933 0.904259 -6.921985 -1.81 -2.72 0.23
C -0.455322 2.076565 8.829776 0.08 0.27 -0.15
C 2.677690 -4.405339 -7.969799 -0.86 -0.81 -0.02
C -1.752453 1.964374 -0.714453 4.32 1.11 -4.07
C 1.345987 -4.057497 -7.772599 0.09 0.07 0.01
C 0.068288 2.772538 -5.140877 -0.81 4.60 1.07
C 1.565384 0.070136 3.099475 0.50 0.16 0.58
C 1.206798 1.142801 4.286307 -2.14 -0.11 -2.22
C -0.110077 2.100184 4.095890 1.95 -3.46 -3.03
C 2.954615 -0.692197 3.555325 -4.03 1.39 0.66
C 0.726785 -6.377438 -8.034166 0.11 0.00 0.00
C -1.292917 0.639485 -5.443955 -0.27 0.90 2.22
C -2.291437 4.942518 0.952156 0.58 0.30 -0.44
C 2.067963 -6.718801 -8.225192 -0.25 0.40 0.08
C 0.663540 -0.163936 1.717892 -1.92 3.29 1.79
C -0.296545 3.087822 -6.588382 -1.83 0.05 -2.40
B 3.051492 -1.374244 6.050603 1.79 1.76 0.75
H -0.679890 -4.784261 -7.666345 0.23 0.03 -0.01
H -0.452590 4.013212 1.985591 -2.21 0.75 0.54
H -2.703493 2.659670 -0.616231 1.90 -1.55 -0.04
H -2.310108 6.112105 1.137932 -0.16 -2.45 -0.42
H -3.378521 4.533446 0.714103 2.32 0.91 0.79
H 2.348378 0.261625 -0.429299 -0.22 -1.80 -0.89
H -0.393116 2.890945 4.911116 0.48 -1.71 -1.81
H 1.223160 -2.756875 5.405131 2.50 -0.24 0.51
H 2.347647 -7.755529 -8.395255 -0.01 0.20 0.01
H 1.083435 -3.020540 -7.591172 0.00 -0.09 -0.05
H 0.494829 2.612153 8.759013 -0.29 -0.25 -0.02
H 0.351726 -3.414459 -0.140502 0.01 1.91 -0.49
H -1.619995 4.962339 3.173168 0.07 -1.61 -1.83
H -2.721266 0.394193 0.624640 2.29 0.61 -0.72
H -1.611578 4.777399 -0.014534 -1.57 0.30 2.09
H -1.215278 2.351263 -8.393918 -0.05 0.03 -0.02
H 2.981286 -0.890880 7.985804 1.92 -0.32 -1.02
H -2.583730 3.015480 3.586410 0.14 -0.94 -1.51
H -0.250201 1.306105 -3.680029 0.04 0.03 0.04
H 2.119400 -3.233270 6.994830 0.60 0.47 -2.26
H 4.093255 -5.971320 -8.352747 -0.09 0.07 0.02
H 2.976134 -3.655883 5.364144 -3.08 0.49 3.51
H -0.037418 -7.151331 -8.059760 0.14 0.16 0.00
H -1.353096 -0.276164 -0.487802 -0.03 1.80 1.38
```
Forces are in eV/Å.

Properties
Net charge: -1
Spin multiplicity: 1
Calculated total energy, Eh: -5215.450945

---

no.,HOMO-LUMO gap (Eh)
1,0.133
2,0.093